DFT (ωB97M-V/def2-TZVPD) results for a 2-piece molecular cluster, CH5N4O2 overall.

```
! wB97M-V def2-TZVPD RIJCOSX def2/J DEFGRID3
* xyz 1 1
C -0.09573 0.60034 0.07915
N 2.92745 -0.27849 0.26119
N 3.11339 -1.28232 -0.19275
N -0.96791 -0.44117 -0.11675
N -0.75042 1.73909 0.25923
O 1.12413 0.60866 -0.17004
O -2.48275 -0.50607 0.18980
H 2.61158 -1.96205 -0.90221
H -0.53935 -1.29856 0.23519
H -0.60092 2.67238 0.02845
H -1.63490 1.47266 0.49053
H -2.70458 -1.32447 -0.16179
*
```

## Properties
LUMO level   -6.62 eV
Highest occupied orbital energy   -14.30 eV
HOMO-LUMO gap   7.674 eV
Relative energy (zero: lowest compared OMol25 entry of this formula, charge and spin)   296.6 kJ/mol

These are the Löwdin partial charges, in e, on atoms 1 to 5:
1 C -0.56
2 N 0.30
3 N 0.25
4 N 0.09
5 N 0.25

---

DFT (ωB97M-V/def2-TZVPD) results for a 2-piece molecular cluster, CH5N4O2 overall.

```
! wB97M-V def2-TZVPD RIJCOSX def2/J DEFGRID3
* xyz 1 1
C -0.57755 0.46308 0.38242
N 2.53546 -2.08626 -1.05430
N -0.39204 1.79272 0.37036
N -1.58184 -0.10079 -0.18148
N 0.40088 -0.31241 1.03964
O 2.15108 -2.53132 -2.00104
O 0.54916 -1.47569 0.53350
H -1.24611 2.28402 0.04545
H 0.45113 2.23746 0.75913
H -2.27809 0.46490 -0.72486
H -1.22250 -0.97688 -0.51894
H 1.21042 0.24117 1.35013
*
```

## Properties
LUMO level (alpha / beta)   -3.60 / -5.95 eV
Highest occupied orbital energy (alpha / beta)   -14.61 / -11.53 eV
HOMO-LUMO gap (alpha / beta)   11.014 / 5.588 eV
Relative energy (zero: lowest compared OMol25 entry of this formula, charge and spin)   251.3 kJ/mol

These are the Löwdin partial charges, in e, on atoms 1 to 5:
1 C -0.39
2 N 0.10
3 N 0.22
4 N 0.24
5 N -0.01

---

DFT (ωB97M-V/def2-TZVPD) results for a 2-piece molecular cluster, CH5N4O2 overall.

```
! wB97M-V def2-TZVPD RIJCOSX def2/J DEFGRID3
* xyz 1 1
C -0.11170 -0.08873 0.14302
N 1.25592 -0.33185 2.73046
N -0.78443 -1.29913 0.11076
N 0.52086 0.21588 -0.98043
N -0.20470 0.67537 1.22205
O 0.63052 1.77832 1.08318
O 1.95899 0.52021 2.62446
H -0.36508 -1.75363 -0.64890
H -1.16901 -1.73425 0.94369
H 0.88149 -0.56462 -1.57545
H 0.89652 1.19829 -1.14180
H 0.15553 2.46462 1.65360
*
```

## Properties
LUMO level (alpha / beta)   -6.03 / -6.41 eV
Highest occupied orbital energy (alpha / beta)   -14.04 / -13.69 eV
HOMO-LUMO gap (alpha / beta)   8.002 / 7.284 eV
Relative energy (zero: lowest compared OMol25 entry of this formula, charge and spin)   218.5 kJ/mol

These are the Löwdin partial charges, in e, on atoms 1 to 5:
1 C -0.50
2 N 0.31
3 N 0.19
4 N 0.18
5 N -0.01

---

DFT (ωB97M-V/def2-TZVPD) results for CH5N4P in the gas phase.

```
! wB97M-V def2-TZVPD RIJCOSX def2/J DEFGRID3
* xyz 0 1
C -0.43483 0.17807 -0.24051
N 0.18503 1.24425 0.11272
N 1.40999 1.30679 0.04482
N 1.53298 -1.06727 0.04346
N 2.03731 0.13286 0.18737
P -2.18057 0.13573 0.21027
H -0.29664 -0.70721 -0.94989
H 2.15103 -1.74498 0.55200
H 3.00306 0.19242 0.51995
H -2.61526 0.30949 -1.15982
H -2.48509 1.51124 0.60564
*
```

## Properties
LUMO level (alpha / beta)   0.11 / 0.11 eV
Highest occupied orbital energy (alpha / beta)   -8.34 / -8.34 eV
HOMO-LUMO gap (alpha / beta)   8.445 / 8.444 eV
Relative energy (zero: lowest compared OMol25 entry of this formula, charge and spin)   336.4 kJ/mol

These are the Löwdin partial charges, in e, on atoms 1 to 5:
1 C -0.55
2 N -0.12
3 N -0.04
4 N 0.02
5 N -0.15

---

DFT (ωB97M-V/def2-TZVPD) results for an isolated ion of composition CH5N5O2P and charge +1.

```
! wB97M-V def2-TZVPD RIJCOSX def2/J DEFGRID3
* xyz 1 1
N -1.55582 -2.05528 0.82465
P -1.22456 -0.72587 0.05419
O -1.52048 -0.84148 -1.62518
O -2.13309 0.56200 0.73063
C 0.63288 -0.27413 0.17072
N 1.75598 -1.09702 0.47456
N 2.77884 -0.24753 0.36830
N 2.37727 0.97934 0.04567
N 1.04232 1.06139 -0.09952
H -2.26613 -1.90621 1.55116
H -0.92447 -0.15070 -2.00302
H -2.46139 1.05074 -0.05855
H 3.02844 1.76053 -0.09042
H 0.47021 1.88424 -0.34321
*
```

## Properties
LUMO level   -6.04 eV
Highest occupied orbital energy   -13.58 eV
HOMO-LUMO gap   7.536 eV
SMILES string   N=P(O)(O)c1nn[nH][nH+]1

These are the Löwdin partial charges, in e, on atoms 1 to 5:
1 N -0.14
2 P 0.65
3 O -0.15
4 O -0.18
5 C -0.17

---

DFT (ωB97M-V/def2-TZVPD) results for CH5N5OS in the gas phase.

```
! wB97M-V def2-TZVPD RIJCOSX def2/J DEFGRID3
* xyz 0 1
C 0.30730 0.97574 -0.06148
N -1.65453 -0.34994 -0.41611
N -1.21083 -1.42497 0.18409
N 2.44806 0.00108 0.23722
N 1.02397 -0.13948 -0.01035
N -1.01514 0.93369 -0.17321
O -1.99643 -2.37010 0.14566
S -2.06486 2.21190 0.08890
H 0.54825 2.03661 0.23460
H -2.65951 -0.25911 -0.91243
H 2.61957 0.26520 1.22820
H 2.89822 -0.95167 0.06396
H 0.75593 -0.92895 -0.60905
*
```

## Properties
LUMO level   0.08 eV
Highest occupied orbital energy   -7.41 eV
HOMO-LUMO gap   7.487 eV
Relative energy (zero: lowest compared OMol25 entry of this formula, charge and spin)   98.7 kJ/mol
SMILES string   NN/C=[N+](/[S-])NN=O

These are the Löwdin partial charges, in e, on atoms 1 to 5:
1 C -0.19
2 N -0.04
3 N -0.13
4 N 0.02
5 N -0.07

---

DFT (ωB97M-V/def2-TZVPD) results for an isolated ion of composition CH5N6 and charge +1.

```
! wB97M-V def2-TZVPD RIJCOSX def2/J DEFGRID3
* xyz 1 1
C 0.78182 -1.77901 -0.80793
N 1.80080 -2.21008 -0.14594
N 2.14031 -1.87295 0.90066
N 0.86512 -0.39328 0.89935
N 0.27528 -0.65584 -0.19036
N 0.64585 0.73187 1.52733
N -0.62119 0.06308 -0.80914
H 0.37781 -1.87966 -1.72778
H 0.74180 1.55907 1.04862
H 1.03014 0.75388 2.49006
H -1.40038 0.53913 -0.38929
H -0.61687 -0.02180 -1.84485
*
```

## Properties
LUMO level   -4.94 eV
Highest occupied orbital energy   -13.70 eV
HOMO-LUMO gap   8.763 eV
Relative energy (zero: lowest compared OMol25 entry of this formula, charge and spin)   197.7 kJ/mol

These are the Löwdin partial charges, in e, on atoms 1 to 5:
1 C -0.06
2 N 0.01
3 N 0.29
4 N -0.03
5 N -0.17

---

DFT (ωB97M-V/def2-TZVPD) results for a 2-piece molecular cluster, CH5NO overall.

```
! wB97M-V def2-TZVPD RIJCOSX def2/J DEFGRID3
* xyz 0 1
C -1.65873 0.39081 -1.12316
N -2.64878 1.04837 -0.65187
H -1.74125 -0.54909 -1.65810
H -0.66401 0.85500 -1.13054
H -2.40517 2.02857 -0.81780
H 2.27811 -1.37442 1.94789
H 3.70945 -0.86401 1.88999
O 3.13039 -1.53523 1.54357
*
```

## Properties
LUMO level   0.74 eV
Highest occupied orbital energy   -9.87 eV
HOMO-LUMO gap   10.605 eV
Relative energy (zero: lowest compared OMol25 entry of this formula, charge and spin)   120.9 kJ/mol
SMILES string   C=N.O

These are the Löwdin partial charges, in e, on atoms 1 to 5:
1 C -0.15
2 N 0.00
3 H 0.05
4 H 0.06
5 H 0.04

---

DFT (ωB97M-V/def2-TZVPD) results for CH5NO in the gas phase.

```
! wB97M-V def2-TZVPD RIJCOSX def2/J DEFGRID3
* xyz 0 1
N 0.68729 0.43216 0.64182
C -0.59282 0.02100 0.13446
O -0.57685 -0.60176 -1.15901
H 1.35537 -0.32566 0.70298
H 1.07566 1.18124 0.08649
H -1.19362 0.91505 0.03433
H -1.06126 -0.66416 0.84031
H 0.30623 -0.95788 -1.28138
*
```

## Properties
LUMO level   1.03 eV
Highest occupied orbital energy   -10.01 eV
HOMO-LUMO gap   11.036 eV
Relative energy (zero: lowest compared OMol25 entry of this formula, charge and spin)   2.2 kJ/mol
SMILES string   NCO

These are the Löwdin partial charges, in e, on atoms 1 to 5:
1 N 0.01
2 C -0.35
3 O -0.08
4 H 0.07
5 H 0.07

---

DFT (ωB97M-V/def2-TZVPD) results for a 2-piece molecular cluster, CH5NO2 overall.

```
! wB97M-V def2-TZVPD RIJCOSX def2/J DEFGRID3
* xyz 0 1
C 1.77807 -0.51106 -0.11058
N 0.92133 0.50145 0.21482
O 1.41579 -1.52937 -0.64776
H 2.81376 -0.31912 0.21056
H -0.03974 0.27197 0.05505
H 1.29547 1.23882 0.77885
H -3.14714 -0.53843 -0.31709
H -2.20479 0.67106 -0.38170
O -2.83277 0.21468 0.19784
*
```

## Properties
LUMO level   0.72 eV
Highest occupied orbital energy   -10.21 eV
HOMO-LUMO gap   10.925 eV
Relative energy (zero: lowest compared OMol25 entry of this formula, charge and spin)   44.0 kJ/mol
SMILES string   NC=O.O

These are the Löwdin partial charges, in e, on atoms 1 to 5:
1 C -0.42
2 N 0.12
3 O 0.01
4 H 0.12
5 H 0.07

---

no.,E_tot (eV)
1,-11161.5685
2,-11162.0373
3,-11162.3772
4,-16361.6159
5,-21942.4376
6,-21445.1284
7,-10045.8432
8,-4654.1299
9,-4655.3608
10,-6703.2560